Entry 1:
{
  "formula": "C7H12O",
  "method": "ωB97M-V with the def2-TZVPD basis set",
  "symbols": ["O", "C", "C", "C", "C", "C", "C", "C", "H", "H", "H", "H", "H", "H", "H", "H", "H", "H", "H", "H"],
  "positions_angstrom": [[2.0033, -0.1488, -0.8707], [-1.0171, 0.3902, -0.2820], [-0.6133, 1.2293, -1.4563], [-2.0784, 0.6679, 0.4634], [-0.7044, -2.0104, 0.0690], [1.2972, -0.5694, 0.2857], [1.5021, 0.4900, 1.3650], [-0.1808, -0.7926, 0.0180], [-1.2229, 2.1274, -1.5152], [1.0221, 0.1738, 2.2870], [1.7263, -1.5230, 0.6380], [-2.7019, 1.5235, 0.2646], [0.4362, 1.5072, -1.3867], [-0.1101, -2.8797, 0.3003], [-2.3532, 0.0576, 1.3066], [-0.7425, 0.6593, -2.3771], [1.0741, 1.4366, 1.0477], [2.5658, 0.6280, 1.5388], [1.8480, -0.7860, -1.5758], [-1.7506, -2.1807, -0.1203]],
  "forces_ev_per_a": [[0.19, 0.13, -0.20], [-0.06, 0.05, -0.05], [-0.04, 0.16, 0.06], [-0.06, 0.02, 0.06], [0.00, -0.07, 0.00], [-0.07, -0.24, 0.53], [0.13, -0.27, -0.38], [0.21, -0.11, -0.03], [-0.06, 0.06, -0.04], [-0.05, 0.01, 0.09], [-0.15, 0.16, -0.03], [-0.10, 0.19, -0.12], [-0.01, 0.05, -0.08], [0.20, -0.11, 0.08], [0.01, -0.16, 0.17], [0.06, -0.02, -0.09], [-0.06, 0.12, 0.01], [0.10, 0.03, 0.05], [-0.01, -0.02, 0.04], [-0.21, 0.02, -0.06]],
  "orbital_gap_ev": 10.11,
  "homo_energy_ev": -9.22,
  "molar_mass_da": 112.17,
  "smiles": "C=C(C)C(=C)[C@H](C)O",
  "charge": 0,
  "total_energy_ev": -9499.974,
  "de_lowest_kj_mol": 81.4
}

=====

Entry 2:
{
  "formula": "CH5NOS",
  "method": "ωB97M-V with the def2-TZVPD basis set",
  "symbols": ["S", "O", "N", "C", "H", "H", "H", "H", "H"],
  "positions_angstrom": [[1.2291, 0.2793, 0.4268], [2.0306, 0.6173, -0.7310], [-1.3152, 1.3292, -0.1113], [0.3385, -1.2915, 0.0058], [-0.8136, 2.2325, -0.1519], [1.0455, -2.2078, 0.1623], [-1.8827, 1.3586, 0.8577], [-0.5637, -1.3419, 0.5445], [-0.0684, -0.9757, -1.0029]],
  "forces_ev_per_a": [[-2.00, -1.04, 1.65], [1.06, 0.43, -1.55], [-0.77, -0.02, 2.38], [1.72, 0.46, -1.30], [-0.38, -0.24, 0.17], [-1.49, 1.70, -0.79], [1.68, 0.12, -2.49], [-0.86, -0.24, 1.34], [1.03, -1.17, 0.59]],
  "orbital_gap_ev": [9.38, 7.96],
  "homo_energy_ev": [-10.01, -8.70],
  "molar_mass_da": 79.12,
  "charge": 0,
  "total_energy_ev": -15487.250,
  "de_lowest_kj_mol": 373.4
}